# 1
Molecular formula: C32H34N2OP2Re
Method: DFT, ωB97M-V with the def2-TZVPD basis set

Values from the calculation:
HOMO-LUMO gap (alpha / beta) = 0.2428 / 0.1471 Ha
molecular weight = 710.79 Da
total charge = +2
DFT total energy = -59452.2575 eV
largest force on an atom = 3.3 eV/Å
LUMO level (alpha / beta) = -6.71 / -9.38 eV
multiplicity = 4

Cartesian coordinates (Å):
C (-2.69, 2.50, -3.12)
C (-2.44, 1.21, -2.64)
C (-1.06, 0.76, -2.74)
C (-0.03, 1.78, -2.52)
C (-0.32, 3.07, -3.01)
C (-1.63, 3.38, -3.40)
C (1.05, 1.28, -1.72)
C (1.59, 0.07, -2.31)
C (0.55, -0.94, -2.51)
C (0.88, -2.31, -2.14)
C (2.21, -2.68, -2.35)
C (3.20, -1.74, -2.68)
C (2.92, -0.36, -2.56)
H (-3.69, 2.85, -3.22)
H (0.48, 3.80, -3.16)
H (-1.85, 4.36, -3.88)
H (1.70, 1.98, -1.18)
H (2.51, -3.71, -2.22)
H (4.22, -2.08, -2.97)
H (3.72, 0.35, -2.76)
N (-0.72, -0.57, -2.95)
Re (-0.72, -0.06, 0.68)
C (-3.42, 0.40, -1.84)
H (-3.42, -0.65, -2.15)
H (-4.43, 0.85, -1.90)
C (-0.12, -3.11, -1.38)
H (-1.07, -3.16, -1.95)
H (0.29, -4.11, -1.16)
P (-2.89, 0.22, 0.03)
P (-0.73, -2.28, 0.31)
C (0.36, -3.26, 1.43)
H (0.07, -3.08, 2.48)
H (0.22, -4.33, 1.20)
H (1.41, -2.95, 1.28)
C (-2.22, -3.37, 0.46)
H (-1.92, -4.42, 0.59)
H (-2.81, -3.07, 1.33)
H (-2.84, -3.28, -0.45)
C (-3.58, 1.82, 0.65)
H (-4.57, 1.97, 0.19)
H (-3.68, 1.76, 1.75)
H (-2.89, 2.62, 0.37)
C (-4.30, -0.87, 0.60)
H (-4.18, -1.05, 1.69)
H (-5.24, -0.32, 0.41)
H (-4.29, -1.82, 0.05)
C (-1.39, -0.36, 2.47)
O (-1.75, -0.55, 3.57)
H (0.38, 0.77, -0.65)
C (1.29, 4.61, 1.51)
C (0.08, 3.98, 1.17)
C (0.00, 2.59, 1.30)
C (1.14, 1.85, 1.63)
C (2.33, 2.48, 2.03)
C (2.40, 3.86, 1.93)
N (1.09, 0.49, 1.43)
C (2.03, -0.44, 1.89)
C (3.04, -0.91, 1.03)
C (4.01, -1.77, 1.52)
C (3.98, -2.15, 2.87)
C (2.96, -1.70, 3.72)
C (2.01, -0.83, 3.24)
H (1.33, 5.69, 1.44)
H (-0.80, 4.54, 0.83)
H (-0.97, 2.02, 1.09)
H (3.16, 1.88, 2.35)
H (3.30, 4.39, 2.21)
H (3.01, -0.58, 0.00)
H (4.83, -2.09, 0.87)
H (4.77, -2.81, 3.26)
H (2.96, -1.99, 4.77)
H (1.20, -0.44, 3.87)

So, what does the Mulliken scheme give us? The charges, in e, come out as: -0.77 0.04 0.84 0.15 -0.69 -0.58 0.60 0.54 0.41 0.30 -0.59 -0.58 -0.64 0.54 0.54 0.42 0.95 0.49 0.43 0.49 -0.63 1.52 -1.55 0.46 0.72 -1.68 0.50 0.60 0.47 0.62 -1.18 0.37 0.66 0.17 -1.51 0.51 0.39 0.32 -1.49 0.55 0.38 0.33 -1.25 0.36 0.50 0.34 0.09 -0.51 -0.72 -0.71 -0.70 -0.32 0.95 -0.70 -0.65 1.18 -1.62 0.25 -0.60 -0.61 -0.90 0.05 0.44 0.50 0.23 0.49 0.43 0.26 0.43 0.43 0.45 0.47

***

# 2
Molecular formula: C4H11BCuF4N2S3Sb
Method: DFT, ωB97M-V with the def2-TZVPD basis set

Values from the calculation:
HOMO-LUMO gap = 0.2516 Ha
molecular weight = 455.46 Da
DFT total energy = -102543.4531 eV
largest force on an atom = 0.6 eV/Å
LUMO level = -0.96 eV

Cartesian coordinates (Å):
Cu (1.27, -0.13, 2.02)
S (-1.88, -3.00, 2.39)
Sb (-1.92, -1.53, 4.09)
S (-1.97, 0.69, 2.94)
S (-0.05, 0.24, 3.71)
F (4.98, 0.17, 0.16)
B (3.61, 0.19, 0.14)
F (3.08, 1.51, 0.18)
F (3.06, -0.49, -0.99)
F (3.10, -0.50, 1.34)
N (-1.88, 0.32, -1.60)
C (-1.23, -1.03, -1.51)
C (-0.53, -1.08, -0.16)
N (0.44, 0.00, 0.01)
C (-0.12, 1.33, -0.24)
C (-0.83, 1.41, -1.58)
H (-2.46, 0.44, -0.76)
H (-2.49, 0.40, -2.41)
H (-0.54, -1.12, -2.35)
H (-2.00, -1.80, -1.58)
H (-0.03, -2.04, -0.04)
H (-1.28, -1.02, 0.63)
H (1.26, -0.15, -0.57)
H (0.69, 2.05, -0.22)
H (-0.82, 1.57, 0.55)
H (-0.15, 1.22, -2.41)
H (-1.32, 2.37, -1.73)

So, what does the Mulliken scheme give us? The charges, in e, come out as: 0.08 -0.62 0.62 -0.38 -0.02 -0.32 0.46 -0.38 -0.44 -0.39 -0.15 -0.74 -0.68 0.56 -0.63 -0.69 0.35 0.34 0.37 0.41 0.50 0.04 0.40 0.36 0.15 0.37 0.40

***

# 3
Molecular formula: C31H32AlN4O2SSi
Method: DFT, ωB97M-V with the def2-TZVPD basis set

Values from the calculation:
HOMO-LUMO gap = 0.3030 Ha
molecular weight = 579.76 Da
ΔE to the lowest compared entry with this formula, charge and spin = 7.89 kcal/mol
total charge = +1
DFT total energy = -68028.5576 eV
largest force on an atom = 1.1 eV/Å
LUMO level = -2.59 eV

Cartesian coordinates (Å):
Al (-0.03, 0.54, 0.41)
C (2.83, 2.31, -1.14)
C (2.57, 1.41, 0.03)
C (1.82, 1.84, 1.13)
C (1.64, 1.01, 2.26)
C (0.92, 1.50, 3.49)
C (2.20, -0.26, 2.24)
C (2.97, -0.71, 1.16)
C (3.64, -2.04, 1.22)
C (3.14, 0.14, 0.07)
H (2.43, 1.87, -2.05)
H (3.90, 2.44, -1.29)
H (2.38, 3.29, -1.00)
H (1.48, 2.87, 1.17)
H (0.00, 0.94, 3.65)
H (0.67, 2.56, 3.41)
H (1.55, 1.37, 4.37)
H (2.10, -0.90, 3.12)
H (2.96, -2.82, 1.58)
H (4.48, -1.99, 1.92)
H (4.02, -2.33, 0.24)
H (3.74, -0.20, -0.77)
N (-2.86, -5.91, 4.15)
C (-2.46, -4.93, 3.30)
C (-3.19, -4.66, 2.13)
C (-2.79, -3.66, 1.27)
C (-1.65, -2.92, 1.57)
C (-0.90, -3.18, 2.72)
C (-1.30, -4.18, 3.57)
S (-1.30, -1.56, 0.55)
O (-1.21, -0.35, 1.49)
O (-2.31, -1.41, -0.45)
N (0.20, -1.30, -0.07)
C (0.70, -2.27, -0.95)
N (0.04, -3.43, -0.98)
C (0.50, -4.36, -1.81)
C (1.61, -4.14, -2.62)
C (2.20, -2.89, -2.51)
N (1.76, -1.95, -1.68)
H (-3.70, -6.42, 3.98)
H (-2.36, -6.08, 5.00)
H (-4.09, -5.22, 1.91)
H (-3.35, -3.42, 0.38)
H (-0.02, -2.59, 2.93)
H (-0.73, -4.39, 4.46)
H (-0.03, -5.30, -1.81)
H (1.97, -4.90, -3.29)
H (3.07, -2.62, -3.10)
C (-1.45, 2.12, -5.63)
C (-0.27, 2.20, -4.90)
C (-0.30, 2.10, -3.52)
C (-1.51, 1.94, -2.83)
C (-2.68, 1.85, -3.58)
C (-2.66, 1.94, -4.96)
Si (-1.57, 1.89, -0.95)
C (-1.17, 3.60, -0.22)
C (-1.11, 3.73, 1.17)
C (-0.76, 4.93, 1.78)
C (-0.44, 6.02, 0.99)
C (-0.52, 5.93, -0.39)
C (-0.89, 4.73, -0.99)
H (-1.44, 2.20, -6.70)
H (0.67, 2.33, -5.42)
H (0.62, 2.17, -2.96)
H (-3.63, 1.71, -3.07)
H (-3.58, 1.87, -5.53)
H (-3.00, 1.64, -0.63)
H (-1.36, 2.86, 1.78)
H (-0.75, 5.01, 2.86)
H (-0.14, 6.96, 1.45)
H (-0.29, 6.79, -1.00)
H (-0.96, 4.67, -2.07)

So, what does the Mulliken scheme give us? The charges, in e, come out as: -0.77 -1.90 0.27 -0.33 0.75 -1.66 -0.10 0.63 -1.86 -0.22 0.43 0.47 0.37 0.89 0.30 0.30 0.47 0.53 0.34 0.46 0.35 0.42 -0.45 1.08 -0.79 -0.56 -0.15 -0.42 -0.94 1.39 -0.73 -0.83 0.98 0.52 -0.45 -0.26 -0.80 -0.24 -0.29 0.20 0.19 0.32 0.58 0.46 0.31 0.49 0.41 0.48 -0.44 -0.67 -0.08 0.14 -0.52 -0.59 1.15 0.44 -0.62 -0.57 -0.57 -0.63 -0.44 0.39 0.42 0.28 0.36 0.40 -0.40 0.59 0.43 0.40 0.43 0.43

***

# 4
Molecular formula: C64H150F12N7O24
Method: DFT, ωB97M-V with the def2-TZVPD basis set

Values from the calculation:
HOMO-LUMO gap = 0.0344 Ha
molecular weight = 1629.90 Da
total charge = +1
DFT total energy = -160934.5349 eV
largest force on an atom = 4.8 eV/Å
LUMO level = -3.25 eV

Cartesian coordinates (Å):
C (-0.55, -0.33, 0.50)
O (-0.37, 0.96, -0.10)
O (-1.91, -0.64, 0.42)
C (0.67, -1.26, 0.11)
F (0.65, -2.38, 0.89)
F (0.62, -1.62, -1.09)
F (1.98, -0.83, 0.28)
C (-0.20, 2.04, 0.74)
C (1.24, 2.25, 1.36)
H (1.36, 3.17, 1.93)
H (1.51, 1.43, 2.02)
H (2.00, 2.30, 0.58)
H (-1.01, 2.15, 1.46)
H (-0.33, 2.85, 0.02)
H (-0.47, -0.15, 1.57)
C (9.11, -5.40, 3.46)
O (8.83, -4.19, 2.62)
O (9.40, -5.03, 4.80)
C (7.82, -6.32, 3.16)
F (7.54, -6.36, 1.82)
F (7.92, -7.53, 3.62)
F (6.81, -5.75, 3.74)
C (9.40, -4.21, 1.24)
C (8.47, -3.35, 0.39)
H (7.53, -3.85, 0.18)
H (8.34, -2.36, 0.82)
H (9.04, -3.28, -0.53)
H (9.56, -5.19, 0.80)
H (10.34, -3.65, 1.23)
H (10.01, -5.77, 2.96)
C (8.18, 11.37, 2.80)
O (7.21, 10.29, 2.73)
O (7.59, 12.65, 2.63)
C (8.99, 11.05, 4.15)
F (8.28, 10.92, 5.27)
F (9.72, 9.99, 4.04)
F (9.92, 12.00, 4.34)
C (6.46, 10.08, 1.51)
C (5.71, 8.79, 1.79)
H (6.33, 7.90, 1.85)
H (5.12, 8.90, 2.70)
H (5.00, 8.64, 0.97)
H (7.14, 9.94, 0.67)
H (5.73, 10.87, 1.33)
H (8.85, 11.11, 1.98)
C (-1.07, 7.26, 5.92)
O (-0.98, 6.23, 6.97)
O (-2.43, 7.51, 5.74)
C (-0.14, 8.49, 6.38)
F (-0.54, 9.55, 5.74)
F (-0.22, 8.76, 7.69)
F (1.15, 8.26, 6.12)
C (0.00, 5.19, 6.87)
C (0.18, 4.62, 8.33)
H (1.20, 4.29, 8.55)
H (-0.13, 5.22, 9.18)
H (-0.46, 3.74, 8.43)
H (1.02, 5.55, 6.69)
H (-0.33, 4.51, 6.08)
H (-0.69, 6.86, 4.98)
C (1.20, 4.53, -6.95)
C (-0.33, 4.40, -6.59)
C (-0.68, 5.12, -5.34)
O (-1.19, 4.64, -7.66)
H (1.64, 3.91, -7.74)
H (1.94, 4.31, -6.18)
H (1.41, 5.58, -7.16)
H (-0.45, 3.33, -6.37)
H (-1.63, 4.99, -4.83)
H (-0.52, 6.20, -5.43)
H (0.03, 4.93, -4.53)
C (-2.53, -4.75, -7.01)
C (-4.00, -4.80, -7.53)
C (-4.27, -5.94, -8.55)
O (-4.98, -4.86, -6.58)
H (-2.01, -4.41, -7.91)
H (-2.12, -5.74, -6.78)
H (-2.30, -3.99, -6.26)
H (-4.16, -3.85, -8.03)
H (-5.28, -5.98, -8.96)
H (-4.16, -6.78, -7.87)
H (-3.47, -5.98, -9.29)
C (4.60, -0.21, -6.78)
O (4.71, -0.28, -8.19)
C (3.80, -1.03, -8.80)
C (4.30, -1.41, -10.20)
N (4.64, -0.14, -10.98)
H (4.27, -0.22, -11.92)
H (4.22, 0.64, -10.50)
C (6.15, 0.07, -11.03)
C (6.32, 1.47, -11.64)
O (5.75, 2.46, -10.96)
C (5.67, 3.70, -11.70)
H (3.99, 0.62, -6.43)
H (5.53, 0.15, -6.35)
H (4.24, -1.14, -6.33)
H (2.87, -0.46, -8.90)
H (3.56, -1.94, -8.26)
H (3.53, -1.91, -10.79)
H (5.23, -1.96, -10.03)
H (6.71, -0.73, -11.52)
H (6.42, -0.03, -9.97)
H (6.07, 1.54, -12.70)
H (7.36, 1.79, -11.62)
H (6.69, 4.04, -11.90)
H (5.06, 4.45, -11.21)
H (5.20, 3.47, -12.66)
C (-9.27, 1.58, -6.23)
O (-8.44, 1.38, -5.14)
C (-7.20, 0.79, -5.47)
C (-6.28, 0.54, -4.22)
N (-6.89, -0.51, -3.19)
H (-7.01, -1.38, -3.68)
H (-6.18, -0.70, -2.50)
C (-8.10, -0.02, -2.36)
C (-8.68, -1.05, -1.44)
O (-9.40, -0.24, -0.58)
C (-9.50, -0.80, 0.74)
H (-10.21, 2.07, -5.99)
H (-9.55, 0.61, -6.65)
H (-8.76, 2.18, -6.98)
H (-6.66, 1.44, -6.14)
H (-7.33, -0.14, -6.03)
H (-6.02, 1.47, -3.71)
H (-5.38, 0.07, -4.64)
H (-8.89, 0.45, -2.96)
H (-7.60, 0.80, -1.84)
H (-7.89, -1.69, -1.04)
H (-9.34, -1.77, -1.93)
H (-9.93, -0.06, 1.43)
H (-8.52, -0.96, 1.19)
H (-10.27, -1.57, 0.68)
C (3.39, -1.77, 6.17)
O (4.39, -0.84, 6.69)
C (5.40, -1.43, 7.54)
C (6.50, -0.40, 7.88)
N (7.37, -0.22, 6.59)
H (8.13, 0.40, 6.87)
H (7.75, -1.13, 6.38)
C (6.67, 0.43, 5.36)
C (6.08, 1.86, 5.80)
O (6.90, 2.55, 6.71)
C (6.70, 3.99, 6.66)
H (2.64, -1.13, 5.72)
H (3.13, -2.46, 6.98)
H (3.71, -2.25, 5.24)
H (5.87, -2.30, 7.07)
H (4.97, -1.85, 8.45)
H (7.13, -0.80, 8.67)
H (6.17, 0.53, 8.34)
H (5.94, -0.24, 4.91)
H (7.52, 0.52, 4.68)
H (5.03, 1.91, 6.08)
H (6.04, 2.43, 4.87)
H (5.67, 4.20, 6.97)
H (6.94, 4.36, 5.67)
H (7.39, 4.51, 7.32)
C (-7.56, 5.51, 0.54)
O (-8.98, 5.35, 0.42)
C (-9.56, 6.39, 1.18)
C (-11.01, 5.95, 1.21)
N (-11.75, 6.98, 2.11)
H (-11.62, 6.77, 3.09)
H (-11.42, 7.94, 2.03)
C (-13.32, 6.94, 1.85)
C (-14.03, 5.71, 2.44)
O (-13.53, 4.52, 1.91)
C (-14.14, 3.38, 2.50)
H (-7.22, 6.42, 0.03)
H (-7.09, 4.61, 0.16)
H (-7.22, 5.67, 1.57)
H (-9.57, 7.33, 0.62)
H (-9.17, 6.60, 2.17)
H (-11.16, 5.02, 1.76)
H (-11.55, 5.95, 0.27)
H (-13.51, 7.02, 0.78)
H (-13.62, 7.90, 2.25)
H (-15.08, 5.72, 2.16)
H (-13.97, 5.80, 3.53)
H (-13.91, 2.53, 1.86)
H (-15.22, 3.52, 2.50)
H (-13.81, 3.17, 3.52)
C (-1.83, -9.75, 1.13)
O (-1.95, -9.08, -0.17)
C (-3.00, -8.11, -0.21)
C (-3.22, -7.60, -1.69)
N (-3.43, -8.79, -2.63)
H (-4.33, -9.14, -2.33)
H (-3.46, -8.20, -3.45)
C (-2.31, -9.86, -2.80)
C (-2.37, -10.54, -4.19)
O (-3.63, -11.10, -4.57)
C (-3.79, -11.25, -6.00)
H (-2.83, -10.07, 1.40)
H (-1.51, -9.04, 1.89)
H (-1.19, -10.62, 0.96)
H (-2.76, -7.30, 0.47)
H (-3.91, -8.61, 0.12)
H (-2.43, -6.95, -2.06)
H (-4.19, -7.10, -1.73)
H (-2.43, -10.60, -2.00)
H (-1.39, -9.31, -2.62)
H (-1.72, -11.41, -4.29)
H (-1.95, -9.88, -4.95)
H (-3.40, -12.21, -6.36)
H (-3.38, -10.47, -6.64)
H (-4.88, -11.23, -6.02)
C (11.09, -10.43, -0.37)
O (10.75, -10.17, -1.74)
C (10.04, -11.31, -2.19)
C (9.96, -11.05, -3.67)
N (8.97, -9.94, -4.07)
H (9.05, -9.71, -5.05)
H (8.09, -10.44, -3.98)
C (8.96, -8.63, -3.32)
C (8.15, -7.72, -4.25)
O (6.85, -8.13, -4.58)
C (5.94, -8.33, -3.41)
H (10.22, -10.83, 0.17)
H (11.42, -9.54, 0.16)
H (11.91, -11.14, -0.31)
H (9.07, -11.36, -1.68)
H (10.56, -12.25, -2.03)
H (9.54, -11.88, -4.24)
H (10.94, -10.74, -4.04)
H (9.99, -8.34, -3.16)
H (8.48, -8.71, -2.34)
H (8.69, -7.62, -5.19)
H (8.15, -6.68, -3.93)
H (6.24, -9.06, -2.66)
H (4.98, -8.67, -3.79)
H (5.60, -7.40, -2.97)
C (-5.98, 8.30, 11.72)
O (-6.34, 7.30, 10.79)
C (-5.23, 6.36, 10.74)
C (-5.52, 5.19, 9.79)
N (-6.13, 5.61, 8.45)
H (-6.81, 6.33, 8.63)
H (-5.43, 6.04, 7.87)
C (-6.67, 4.54, 7.50)
C (-5.55, 3.60, 7.00)
O (-5.08, 2.76, 7.97)
C (-4.28, 1.72, 7.51)
H (-6.83, 8.96, 11.89)
H (-5.16, 8.88, 11.28)
H (-5.59, 7.90, 12.66)
H (-5.02, 5.97, 11.73)
H (-4.42, 6.95, 10.32)
H (-6.27, 4.59, 10.29)
H (-4.65, 4.56, 9.62)
H (-7.09, 5.16, 6.71)
H (-7.43, 4.04, 8.09)
H (-4.79, 4.30, 6.64)
H (-6.01, 2.99, 6.22)
H (-3.52, 2.01, 6.79)
H (-4.92, 1.02, 6.98)
H (-3.84, 1.10, 8.29)

Here are the Mulliken charges for atoms 1 to 99, given in e: -0.20 -0.30 -0.94 0.85 -0.31 -0.26 -0.29 -0.35 -0.92 0.39 0.19 0.25 0.35 0.29 0.25 -0.21 -0.29 -0.86 0.83 -0.27 -0.29 -0.27 -0.24 -1.12 0.28 0.25 0.37 0.26 0.34 0.21 -0.03 -0.19 -0.90 0.78 -0.28 -0.29 -0.29 -0.31 -1.14 0.28 0.27 0.38 0.31 0.24 0.16 -0.25 -0.17 -0.92 0.79 -0.25 -0.29 -0.28 -0.20 -1.11 0.33 0.32 0.22 0.20 0.38 0.26 -1.24 0.61 -1.29 -0.97 0.21 0.35 0.32 0.05 0.31 0.33 0.31 -1.11 0.36 -0.95 -0.95 0.31 0.23 0.32 0.17 0.31 0.05 0.30 -0.75 -0.29 -0.62 -0.63 -0.11 0.38 0.36 -0.66 -0.71 -0.29 -0.76 0.33 0.26 0.31 0.42 0.48 0.35